1.
The following is a DFT calculation (wB97M-V/def2-TZVPD) of a molecular structure, C33H60AlNO13PS5 at a distorted geometry.

Values from the calculation:
HOMO-LUMO gap = 6.55 eV
energy = -133359.335 eV
charge = -1
spin multiplicity = 1
molar mass = 897.1 g mol⁻¹

CARTESIAN COORDINATES (ANGSTROEM)
C 0.60108 2.43882 -3.90954
C -0.54854 1.81997 -3.87657
Al -2.38894 0.88852 -3.65488
C -3.58642 2.23241 -2.69036
C -4.55771 3.09786 -3.64540
C -5.88616 2.25690 -4.00109
C -6.76739 1.60484 -2.87981
C -8.03904 0.75555 -3.18149
C -8.40775 0.56263 -4.70799
C -7.53953 1.24781 -5.83104
C -6.26022 2.11518 -5.50473
O -2.18521 -0.75342 -2.79786
C -2.24822 -0.64602 -1.35481
C -0.74482 -0.51908 -0.76249
C -0.47685 0.97373 -0.18698
P -3.11982 0.37474 -5.84501
N -3.27892 1.66439 -6.78287
O -1.91046 -0.68883 -6.53122
O -4.54098 -0.58242 -5.68235
H 1.60899 2.93914 -4.12900
H -4.24168 1.77842 -1.84958
H -2.89005 2.98933 -2.14463
H -4.92684 3.99682 -3.00381
H -4.04505 3.56286 -4.55892
H -6.45933 1.77153 -1.78531
H -8.68340 0.26646 -2.35951
H -9.31352 -0.05944 -5.02631
H -7.80059 1.10959 -6.93832
H -5.68979 2.57777 -6.37901
H -2.64814 -1.67145 -0.97433
H -2.97660 0.14397 -0.95822
H -0.01831 -0.83586 -1.59260
H -0.66298 -1.28368 0.10880
H -1.33635 1.69974 -0.47306
H 0.47548 1.37225 -0.68372
H -0.38007 0.89679 0.94982
H -2.60232 1.49600 -7.56397
H -1.87130 -1.42765 -5.86368
H -4.28486 -1.53023 -5.59596
C 0.44024 -4.40406 4.12367
C 1.72437 -3.88495 3.47381
C 1.31659 -2.93129 2.34937
S -0.26533 -2.24771 2.82445
O -1.26576 -2.70492 1.88601
O -0.09993 -0.84716 3.15711
C -0.44004 -3.17973 4.33467
H 0.64187 -4.92003 5.06520
H -0.05553 -5.11070 3.44935
H 2.31589 -3.34434 4.21887
H 2.34331 -4.70076 3.09328
H 2.03816 -2.12268 2.22609
H 1.18587 -3.45941 1.40457
H -1.48769 -3.42716 4.50061
H -0.06508 -2.56219 5.15344
C 6.16476 -1.82499 6.99842
C 5.96781 -2.97910 7.98339
C 4.56935 -3.55174 7.74541
S 4.18320 -3.23018 6.02824
O 3.07839 -2.30065 5.97212
O 4.18025 -4.47846 5.29945
C 5.68545 -2.34600 5.65006
H 7.20704 -1.50156 6.95582
H 5.55659 -0.96827 7.30702
H 6.71985 -3.75223 7.79362
H 6.08864 -2.65193 9.01883
H 4.53803 -4.62662 7.92795
H 3.82083 -3.04811 8.36003
H 5.47974 -1.55294 4.93128
H 6.39629 -3.06071 5.22899
C 2.35969 6.71281 -6.76125
C 2.58674 7.77469 -5.68354
C 3.02673 7.04946 -4.41054
S 3.84026 5.54865 -4.94581
O 3.05238 4.41948 -4.51175
O 5.25709 5.65149 -4.67489
C 3.56838 5.78899 -6.69234
H 2.25115 7.15790 -7.75268
H 1.44588 6.15164 -6.54002
H 3.37631 8.46072 -6.00854
H 1.68785 8.37006 -5.50712
H 3.72450 7.65001 -3.82562
H 2.17073 6.76823 -3.79420
H 3.40291 4.82794 -7.17905
H 4.45723 6.27202 -7.10500
C -3.91248 0.59276 7.07429
C -3.13112 0.60664 5.75902
C -1.83454 -0.17199 5.98708
S -2.18634 -1.36284 7.27549
O -1.39775 -1.02819 8.44024
O -2.19622 -2.69349 6.70695
C -3.87004 -0.84803 7.56515
H -4.93913 0.94055 6.93988
H -3.42422 1.25085 7.80086
H -3.72264 0.11662 4.97865
H -2.92479 1.62507 5.42234
H -1.51688 -0.69678 5.08557
H -1.03300 0.47970 6.33946
H -4.11366 -0.94917 8.62273
H -4.52225 -1.48745 6.96573
C 3.23682 -3.54865 -3.39760
C 2.98281 -2.04161 -3.32737
C 2.80780 -1.67455 -1.85319
S 3.75076 -2.87584 -0.92254
O 2.83444 -3.67157 -0.13605
O 4.90605 -2.22845 -0.33964
C 4.27854 -3.84280 -2.32594
H 3.58169 -3.85616 -4.38733
H 2.31041 -4.08980 -3.17842
H 3.84483 -1.50716 -3.74048
H 2.10684 -1.75140 -3.91206
H 3.18624 -0.67411 -1.63988
H 1.76428 -1.75114 -1.54325
H 4.32974 -4.89712 -2.05388
H 5.26537 -3.48333 -2.62681

***

2.
The following is a DFT calculation (wB97M-V/def2-TZVPD) of a molecular structure, C33H60N14O4Si2.

Values from the calculation:
HOMO-LUMO gap = 8.97 eV
energy = -79995.362 eV
spin multiplicity = 1
molar mass = 773.1 g mol⁻¹

CARTESIAN COORDINATES (ANGSTROEM)
C -2.53376 2.69780 2.16751
C -1.41867 3.43729 1.42057
C -0.22818 2.53072 1.02328
O -0.48726 1.14231 1.18433
C -1.17087 0.58846 0.05590
Si 0.00511 -0.02250 -1.29446
C 0.32000 -1.85677 -1.10743
N 1.16732 -2.46586 -2.13560
C 0.65429 -2.28266 -3.49756
O 1.38662 0.89660 -1.28193
Si 2.83987 0.45772 -0.64123
C 2.62605 -0.18612 1.12914
O 3.66803 0.39581 1.91958
O 4.15994 -0.56086 2.86623
H -3.12729 3.41233 2.73940
H -2.12149 1.95413 2.85162
H -3.18680 2.18434 1.45899
H -1.79902 3.93775 0.52449
H -1.01616 4.22027 2.06140
H 0.63907 2.75275 1.65632
H 0.09077 2.74460 -0.00313
H -1.85284 1.33041 -0.37876
H -1.79216 -0.23953 0.41047
H -0.65442 0.21208 -2.59881
H 0.73376 -2.09232 -0.11800
H -0.70939 -2.26363 -1.11069
H 1.24333 -3.45705 -1.94412
H 1.02432 -3.09939 -4.12017
H -0.44085 -2.27321 -3.54112
H 1.05213 -1.35193 -3.91301
H 3.69303 1.66284 -0.57485
H 3.49324 -0.55257 -1.49151
H 2.76279 -1.27374 1.13296
H 1.64388 0.06129 1.55025
H 3.42307 -0.63666 3.49295
C -6.11169 3.92389 5.17287
C -4.82929 4.50992 4.80982
N -3.82594 4.97305 4.50050
H -6.36751 4.19420 6.19561
H -6.88597 4.29077 4.50186
H -6.05692 2.83985 5.09062
C -2.62797 -2.33934 2.08031
C -2.82302 -2.55965 0.65692
N -2.98020 -2.73648 -0.46720
H -2.99513 -1.35101 2.35648
H -3.17705 -3.10456 2.62571
H -1.56928 -2.40854 2.32726
C 1.10210 4.52427 4.60655
C 0.76902 5.41054 3.50119
N 0.49374 6.10021 2.62626
H 1.95792 3.90601 4.34049
H 1.34506 5.11173 5.48984
H 0.24997 3.88257 4.82719
C -4.49297 -6.59027 0.70521
C -4.15386 -5.81889 1.89020
N -3.87319 -5.19813 2.81564
H -3.62949 -7.17468 0.39248
H -5.30913 -7.27461 0.93205
H -4.79685 -5.91654 -0.09405
C -0.14073 6.27401 -1.66812
C -0.93661 5.36509 -2.47916
N -1.58302 4.66877 -3.12458
H -0.63822 7.24045 -1.60952
H -0.02090 5.87770 -0.66023
H 0.84246 6.40562 -2.11539
C -4.19992 0.77588 -2.04883
C -4.58981 0.77032 -0.64519
N -4.87543 0.78838 0.46698
H -3.74772 -0.18088 -2.30826
H -5.07467 0.93929 -2.67527
H -3.47880 1.57284 -2.23037
C 0.64261 -0.43424 -7.28961
C -0.43162 -1.29006 -6.80565
N -1.26232 -1.97452 -6.40942
H 1.43358 -0.38185 -6.54328
H 1.05690 -0.84690 -8.20738
H 0.25954 0.56607 -7.48320
C 6.31491 2.41932 1.93160
C 7.18923 3.46361 1.41624
N 7.87880 4.28718 1.00978
H 5.28097 2.62575 1.66260
H 6.59472 1.45454 1.51185
H 6.39844 2.36842 3.01550
C -6.49692 -5.17676 4.94384
C -7.70529 -5.82461 5.43588
N -8.65875 -6.33619 5.81874
H -5.77534 -5.07123 5.75157
H -6.04808 -5.76922 4.15143
H -6.73699 -4.19044 4.55130
C 3.32836 7.40484 -4.89303
C 3.24446 7.33015 -3.44100
N 3.17857 7.27160 -2.29636
H 3.73011 6.47343 -5.28736
H 2.33767 7.57099 -5.31231
H 3.98077 8.22625 -5.18294
C 9.54583 2.12447 -1.30163
C 9.77176 0.69464 -1.46290
N 9.94355 -0.43308 -1.59110
H 10.45444 2.60917 -0.95007
H 9.25377 2.56374 -2.25356
H 8.75676 2.30209 -0.57526
C 3.96191 -4.62333 -4.21904
C 3.74974 -3.63681 -5.26833
N 3.56336 -2.84769 -6.08080
H 3.06028 -5.21949 -4.08811
H 4.78736 -5.28012 -4.48687
H 4.19454 -4.11618 -3.28403
C -2.61282 -10.57726 2.56601
C -2.69177 -9.85521 1.30399
N -2.75176 -9.28743 0.30819
H -1.77037 -11.26584 2.54406
H -2.47740 -9.87350 3.38523
H -3.52996 -11.14078 2.72656

***

3.
The following is a DFT calculation (wB97M-V/def2-TZVPD) of 6 unconnected molecules or ions with the total composition C33H61B2ClO18 at a distorted geometry.

Values from the calculation:
HOMO-LUMO gap = 8.34 eV
energy = -85943.682 eV
SMILES string = CCOB(O)B(Cl)COc1cc(C)ccc1C(C)C.CCOC(=O)OC.CCOC(=O)OC.CCOC(=O)OC.CCOC(=O)OC.CCOC(=O)OC
spin multiplicity = 1
molar mass = 802.9 g mol⁻¹

CARTESIAN COORDINATES (ANGSTROEM)
C -2.54253 0.89588 -3.14610
C -2.29502 -0.35484 -4.02016
O -1.37710 -0.05071 -5.07388
B -0.40741 -1.00413 -5.25207
O -0.36747 -1.73683 -6.43158
B 0.81790 -1.32441 -4.10108
Cl 1.34292 -3.00789 -3.81980
C 1.49720 -0.15921 -3.23680
O 0.47972 0.46731 -2.42692
C 0.56920 0.16044 -1.08626
C 0.20177 -1.10418 -0.65688
C 0.26760 -1.43207 0.68048
C -0.18042 -2.83647 1.08831
C 0.72323 -0.51192 1.59043
C 1.09014 0.75880 1.17265
C 0.99475 1.09006 -0.15829
C 1.34660 2.49506 -0.67662
C 1.71545 3.46714 0.46394
C 0.03255 3.07058 -1.33122
H -2.18368 1.76313 -3.70853
H -2.01601 0.84981 -2.19003
H -3.61608 0.99807 -2.94815
H -3.25620 -0.65351 -4.45454
H -1.97128 -1.18135 -3.36791
H 0.53151 -1.76740 -6.78171
H 1.91412 0.62016 -3.89114
H 2.30797 -0.60736 -2.64587
H -0.13482 -1.81769 -1.40821
H -0.70654 -2.78360 2.04592
H 0.70197 -3.48240 1.12328
H -0.88604 -3.19537 0.33304
H 0.78467 -0.82716 2.63090
H 1.44621 1.45774 1.92113
H 2.16014 2.44428 -1.41087
H 1.76246 4.48791 0.06870
H 0.87900 3.46602 1.17642
H 2.65687 3.20338 0.95662
H -0.80722 2.52788 -0.88209
H -0.07786 4.12667 -1.06371
H 0.01660 2.93755 -2.41372
C -6.87742 4.15868 -0.27320
C -5.52838 3.73391 -0.81451
O -4.55300 3.58606 0.22611
C -4.65339 2.47934 0.96080
O -5.46805 1.60403 0.82044
O -3.69099 2.50946 1.88465
C -3.72803 1.41747 2.80478
H -6.77955 5.06585 0.32541
H -7.57484 4.34604 -1.08994
H -7.30339 3.39104 0.37212
H -5.14629 4.50625 -1.48027
H -5.59946 2.81286 -1.39434
H -3.72964 0.46037 2.28678
H -4.60219 1.50300 3.44946
H -2.83421 1.47677 3.42047
C 2.31736 -6.70062 -5.11959
C 3.16933 -5.48206 -5.40537
O 4.56289 -5.74620 -5.18096
C 5.17305 -6.45924 -6.12639
O 4.67025 -6.87731 -7.13702
O 6.44192 -6.64348 -5.75315
C 7.19326 -7.47792 -6.63596
H 2.50994 -7.07233 -4.11164
H 1.25878 -6.45553 -5.21102
H 2.54240 -7.51168 -5.81150
H 2.89994 -4.67989 -4.72079
H 3.01198 -5.11167 -6.41943
H 7.14200 -7.11430 -7.66046
H 6.83176 -8.50393 -6.57880
H 8.22723 -7.44807 -6.30228
C 6.41853 -0.02849 -3.58721
C 6.88955 0.81606 -2.42159
O 7.15173 2.17007 -2.81894
C 6.07511 2.93174 -3.00464
O 4.93030 2.58807 -2.85758
O 6.48170 4.13849 -3.40123
C 5.41764 5.03305 -3.73127
H 7.13104 0.02791 -4.41174
H 6.30892 -1.07020 -3.28435
H 5.45827 0.32158 -3.96547
H 7.83331 0.42628 -2.04380
H 6.17607 0.79630 -1.59695
H 4.70527 5.11669 -2.91259
H 4.91598 4.69867 -4.63862
H 5.86321 6.00763 -3.91212
C -6.59915 -3.39375 4.34882
C -5.22780 -3.03660 3.81543
O -4.44590 -2.33353 4.79237
C -3.92960 -3.08164 5.76713
O -4.05015 -4.27287 5.88794
O -3.26723 -2.27558 6.59995
C -2.73923 -2.93416 7.75254
H -7.10766 -2.50256 4.72018
H -7.20667 -3.84795 3.56584
H -6.52943 -4.09569 5.17913
H -5.32963 -2.35964 2.96828
H -4.69032 -3.91862 3.46533
H -2.12394 -3.78674 7.47151
H -3.55070 -3.25063 8.40666
H -2.12160 -2.21142 8.27927
C -1.93220 4.61599 4.99114
C -1.27371 3.29048 5.31081
O -0.30829 3.41942 6.36411
C -0.81017 3.52617 7.59383
O -1.97682 3.50783 7.88918
O 0.20761 3.67133 8.44560
C -0.19252 3.89278 9.79869
H -1.17770 5.37210 4.76800
H -2.59781 4.51451 4.13287
H -2.51484 4.98103 5.83641
H -0.72661 2.93820 4.43680
H -2.01013 2.52667 5.56510
H -0.87295 3.11515 10.14044
H -0.65728 4.87321 9.89551
H 0.70769 3.86639 10.40716

***

4.
The following is a DFT calculation (wB97M-V/def2-TZVPD) of 3 unconnected molecules or ions with the total composition C33H61N2O19P3S4 at a distorted geometry.

Values from the calculation:
HOMO-LUMO gap = 9.35 eV
energy = -148297.863 eV
SMILES string = C[C@]1(COO)OS(=O)(=O)[C@@](CCCS)(CCSc2nnco2)[C@@H](P(=O)(O)O)[C@@]1(Cc1ccccc1)S(C)(=O)=O.CCOP(=O)(OCC)OCC.CCOP(=O)(OCC)OCC
spin multiplicity = 1
molar mass = 1011.0 g mol⁻¹

CARTESIAN COORDINATES (ANGSTROEM)
C 0.87291 4.66480 1.08316
C 0.30876 3.28194 0.67447
C -0.85870 3.09445 1.71131
O -1.16831 1.75454 1.94198
O -0.99447 1.52584 3.33432
O 1.22566 2.28119 1.21836
S 2.66374 2.11473 0.58675
O 3.64734 3.03771 1.08035
O 3.08237 0.77085 0.83803
C 2.45427 2.36396 -1.23112
C 3.02911 3.78682 -1.46058
C 2.94645 4.29247 -2.92604
C 2.87746 5.80905 -3.00803
S 2.67596 6.26362 -4.76919
C 3.46651 1.46361 -2.00812
C 3.02993 1.08730 -3.43666
S 4.10719 -0.29472 -3.98501
C 2.91905 -1.38887 -4.64250
N 2.94393 -2.68790 -4.66598
N 1.76594 -3.05056 -5.26137
C 1.08899 -2.00745 -5.57060
O 1.79960 -0.89797 -5.18778
C 0.96054 2.05611 -1.50560
P 0.57081 0.23527 -1.27448
O 0.12953 -0.13772 0.05967
O 1.82805 -0.72174 -1.62971
O -0.49314 -0.08289 -2.46172
C -0.09522 3.05851 -0.82912
C -0.02102 4.33392 -1.73704
C -1.11958 5.39497 -1.71387
C -1.54762 6.12619 -0.61123
C -2.54362 7.08722 -0.69135
C -3.14868 7.39618 -1.90385
C -2.72028 6.69450 -3.02617
C -1.74187 5.71968 -2.92219
S -1.85147 2.49310 -1.09994
C -2.15134 2.43692 -2.87951
O -2.81881 3.41871 -0.54818
O -2.19397 1.19606 -0.58487
H 1.75021 4.52384 1.71431
H 0.17360 5.20734 1.72167
H 1.15211 5.36018 0.29542
H -0.41142 3.44044 2.64819
H -1.70329 3.76515 1.53111
H -1.62906 0.83455 3.56223
H 2.62889 4.57313 -0.82210
H 4.08935 3.79346 -1.21528
H 2.06138 3.87510 -3.41330
H 3.83387 3.98524 -3.48467
H 2.03010 6.24416 -2.47395
H 3.77494 6.28280 -2.60608
H 2.66124 7.60805 -4.73287
H 3.74216 0.58142 -1.43214
H 4.41847 1.98150 -2.14503
H 2.00927 0.72860 -3.51248
H 3.16090 1.89515 -4.15284
H 0.11810 -1.94163 -6.02480
H 0.79327 2.18215 -2.58174
H 1.56250 -1.57380 -1.99851
H -0.51113 -1.04079 -2.58411
H 0.87735 4.91550 -1.56612
H 0.03977 4.04790 -2.78669
H -1.12732 5.94874 0.36844
H -2.86866 7.62110 0.19403
H -3.91326 8.15693 -1.98435
H -3.15256 6.93113 -3.99161
H -1.43863 5.21413 -3.83626
H -2.61438 1.46818 -3.06281
H -2.86087 3.20523 -3.17053
H -1.23271 2.43912 -3.46627
C 5.34534 -5.79814 -2.96057
C 4.91295 -4.43777 -2.44271
O 3.72632 -4.50535 -1.66083
P 3.77400 -5.21379 -0.18879
O 4.72495 -4.40579 0.61292
O 2.33113 -4.74082 0.38653
C 2.23174 -3.88006 1.52643
C 2.31147 -2.42072 1.12631
O 3.10221 -6.63887 -0.65192
C 3.78860 -7.89012 -0.52073
C 4.71601 -7.97538 0.67502
H 5.70248 -6.42993 -2.14015
H 6.15687 -5.69738 -3.68168
H 4.50827 -6.30798 -3.43950
H 5.71944 -3.97572 -1.86504
H 4.69276 -3.78341 -3.28515
H 2.98793 -4.13301 2.26952
H 1.26478 -4.08503 1.99010
H 3.08531 -2.24664 0.37931
H 2.51899 -1.78365 1.98590
H 1.37212 -2.09263 0.68385
H 4.33525 -8.10164 -1.44377
H 3.02106 -8.66103 -0.43893
H 5.41346 -7.13162 0.71395
H 5.30314 -8.89258 0.62863
H 4.14761 -7.97895 1.60619
C -3.70567 -3.03767 2.53138
C -4.31133 -1.69262 2.88964
O -5.58934 -1.81810 3.50539
P -5.68166 -2.43399 5.01257
O -4.91639 -1.49724 5.87239
O -7.22517 -2.06560 5.38125
C -7.52363 -1.16011 6.44301
C -7.52803 0.28387 5.97477
O -6.16829 -3.93518 4.56971
C -5.40400 -5.11141 4.86910
C -4.63368 -5.04388 6.17226
H -3.42323 -3.58869 3.43479
H -2.80894 -2.90777 1.92514
H -4.42338 -3.64428 1.97734
H -3.63277 -1.13211 3.53957
H -4.45392 -1.10955 1.98043
H -6.83382 -1.30576 7.27345
H -8.51459 -1.42587 6.81511
H -6.70048 0.50098 5.30081
H -7.46724 0.96433 6.82556
H -8.44503 0.50186 5.42449
H -4.72864 -5.32554 4.03679
H -6.11025 -5.94171 4.90850
H -4.01814 -4.13996 6.23831
H -3.97236 -5.90560 6.26118
H -5.31439 -5.04478 7.02484

***

- Which of these has the highest molar mass?
  C33H61N2O19P3S4

***

- Among the records above, which one has the highest energy?
  C33H60N14O4Si2